# 1
{
  "formula": "C9H10IN4",
  "method": "the ωB97M-V functional and the def2-TZVPD basis",
  "elements": ["I", "N", "N", "N", "N", "C", "C", "C", "C", "C", "C", "C", "C", "C", "H", "H", "H", "H", "H", "H", "H", "H", "H", "H"],
  "positions_angstrom": [[-1.1856, 0.4695, -3.4458], [-0.6005, -1.8911, -1.3178], [-0.0459, -4.2524, -0.7495], [-0.4610, 0.4039, -1.6032], [0.1511, -0.4062, 0.3653], [-0.2500, 3.6096, -0.0582], [0.1257, 3.1996, 1.2061], [0.4366, -1.3159, 1.4484], [0.2316, 1.8897, 1.5214], [-0.5261, 2.7826, -1.1171], [0.0492, 0.9945, 0.4406], [0.3196, -3.0415, -0.6635], [-0.2294, -0.7033, -0.8857], [-0.2790, 1.4326, -0.8104], [1.4511, -0.9784, 1.9305], [-0.0616, 4.6580, -0.4172], [0.2815, 3.8304, 2.0494], [0.4562, 1.7557, 2.5130], [1.2805, -2.6622, -0.4662], [-0.2885, -1.1108, 2.1392], [-0.9888, -4.5762, -0.7809], [0.3840, -2.3530, 1.1896], [-0.8802, 3.1638, -2.0190], [0.6296, -4.8989, -0.4691]],
  "energy_ev": -23547.2308,
  "mol_weight_g_mol": 301.11,
  "gap_ev": 7.7,
  "largest_force_ev_per_a": 9.55,
  "smiles": "Cn1/c(=N\\C=[NH2+])n(I)c2ccccc21",
  "lumo_ev": -3.8,
  "charge": 1
}

---

# 2
{
  "formula": "C3H3N3O",
  "method": "the ωB97M-V functional and the def2-TZVPD basis",
  "elements": ["O", "N", "N", "N", "C", "C", "C", "H", "H", "H"],
  "positions_angstrom": [[-1.6316, -0.5203, 0.8499], [1.8958, 0.1303, -0.8381], [-0.6656, 1.0902, -0.4563], [1.8056, -0.2708, 0.2874], [-0.4927, -0.0368, 0.3373], [0.7028, -0.5102, 0.9826], [0.0451, 0.4529, -1.3122], [0.7031, -1.0895, 1.8984], [-2.3619, 0.0810, 0.6184], [-0.0006, 0.6730, -2.3674]],
  "energy_ev": -9672.2217,
  "mol_weight_g_mol": 97.08,
  "gap_ev": 8.0,
  "largest_force_ev_per_a": 2.40,
  "lumo_ev": -0.6
}

---

# 3
{
  "formula": "C17H22N6O2",
  "method": "the ωB97M-V functional and the def2-TZVPD basis",
  "elements": ["O", "O", "N", "N", "N", "N", "N", "N", "C", "C", "C", "C", "C", "C", "C", "C", "C", "C", "C", "C", "C", "C", "C", "C", "C", "H", "H", "H", "H", "H", "H", "H", "H", "H", "H", "H", "H", "H", "H", "H", "H", "H", "H", "H", "H", "H", "H"],
  "positions_angstrom": [[2.8518, -3.2958, -3.5357], [4.2496, -3.9987, -0.2814], [1.0633, -1.4312, 0.2136], [-0.7408, 0.9154, -0.1802], [3.8203, -4.1333, -1.6836], [-2.4121, 2.2835, 0.7407], [-1.8477, 2.5090, -1.4100], [1.7266, -2.5001, -0.3563], [2.9622, -3.2143, -2.3257], [0.6637, -1.3779, 1.6444], [2.1655, -2.2850, -1.5919], [1.0581, -0.4572, -0.8191], [-0.9817, 2.2952, -2.4170], [1.5223, -0.3946, -3.3040], [0.0017, 1.3427, -2.2952], [-1.7935, 2.5447, 3.1854], [0.1298, 0.6789, -1.1113], [1.7221, -0.9378, -1.9202], [4.6810, -4.9786, -2.5160], [-2.6351, 1.6998, 2.0467], [-2.8149, 2.6676, 4.3753], [-1.6479, 1.8387, -0.3036], [1.0798, 1.0578, -3.2951], [-4.0597, 1.9240, 2.4606], [-4.0988, 2.8903, 3.5678], [-4.5730, 2.3525, 1.6167], [-4.5786, 0.9584, 2.7909], [2.4728, -0.4367, -3.8293], [-1.5942, 3.6130, 3.0150], [-3.8276, 3.8639, 3.1617], [0.8889, -0.4532, 2.2459], [-1.0116, 2.9358, -3.3642], [0.6621, -0.9508, -3.8142], [1.9321, 1.5807, -3.1233], [-0.8584, 2.1387, 3.5295], [-2.6257, 3.3673, 5.0899], [4.6879, -5.9698, -2.0269], [-4.9563, 2.8041, 4.2292], [0.7535, 1.2249, -4.2744], [-2.3767, 0.6748, 2.2053], [4.4295, -5.1888, -3.5320], [-2.8913, 1.7192, 4.9111], [-0.4550, -1.3749, 1.7179], [3.7428, -4.5035, 0.3342], [5.7410, -4.6218, -2.5354], [-3.1898, 2.8774, 0.5331], [0.9620, -2.2540, 2.2313]],
  "energy_ev": -31017.5953,
  "mol_weight_g_mol": 342.40,
  "gap_ev": 8.7,
  "largest_force_ev_per_a": 5.45,
  "smiles": "CN(O)C(=O)c1nn(C)c2c1CCc1cnc(NC3CCCC3)nc1-2",
  "lumo_ev": 0.5
}

---

# 4
{
  "formula": "C3H5N3O",
  "method": "the ωB97M-V functional and the def2-TZVPD basis",
  "elements": ["O", "N", "N", "N", "C", "C", "C", "H", "H", "H", "H", "H"],
  "positions_angstrom": [[0.2662, -0.0325, -2.0886], [-0.1546, 0.0656, -0.6651], [-2.0846, 0.0091, 0.5869], [-1.1650, -0.6210, 1.5477], [0.9123, -0.2273, 0.1983], [0.1213, -0.5333, 1.4793], [-1.3996, 0.4876, -0.5000], [0.9785, 0.6507, -2.0852], [1.7001, -1.0201, -0.0482], [0.8250, -0.6747, 2.4711], [1.6547, 0.6847, 0.5483], [-1.6542, 1.2113, -1.4445]],
  "energy_ev": -9703.9706,
  "mol_weight_g_mol": 99.09,
  "gap_ev": 8.8,
  "largest_force_ev_per_a": 5.42,
  "smiles": "ON1C=NN=CC1",
  "lumo_ev": 0.3
}

---

# 5
{
  "formula": "C12H14O",
  "method": "the ωB97M-V functional and the def2-TZVPD basis",
  "elements": ["O", "C", "C", "C", "C", "C", "C", "C", "C", "C", "C", "C", "C", "H", "H", "H", "H", "H", "H", "H", "H", "H", "H", "H", "H", "H", "H"],
  "positions_angstrom": [[0.9680, -2.2746, 0.2583], [0.7287, -1.1243, 0.0535], [-3.2971, 0.2566, -0.0806], [1.6301, 0.0493, -0.2036], [1.6273, 0.7539, 1.1405], [-2.1147, 0.9336, 0.6155], [3.0472, -0.5306, -0.5302], [-2.8718, -1.1654, 0.5167], [-1.1938, 0.6708, -0.5109], [-1.8463, -1.3767, -0.6672], [-2.3184, -0.0502, -1.2710], [-1.6632, -0.3724, 1.3192], [-0.7539, -0.6891, 0.0536], [-0.7899, 1.5539, -1.1256], [-1.6951, -2.2984, -1.2456], [1.3396, 0.5245, -1.1786], [3.0416, -1.0224, -1.4731], [2.4036, 1.4677, 1.0783], [-2.5364, 0.0486, -2.3295], [-2.1339, 1.9335, 1.0957], [3.2528, -1.1261, 0.2845], [1.7987, -0.1141, 1.8792], [-4.2231, 0.6444, -0.3341], [-3.5968, -1.9348, 0.9664], [-1.4652, -0.5183, 2.4265], [0.6144, 1.1379, 1.3154], [3.6318, 0.3176, -0.6261]],
  "energy_ev": -14711.9677,
  "mol_weight_g_mol": 174.24,
  "gap_ev": 9.7,
  "largest_force_ev_per_a": 4.20,
  "smiles": "CC(C)C(=O)[C@]12[C@H]3[C@@H]4C5[C@H]3[C@H]1[C@@H]5[C@@H]42",
  "lumo_ev": 0.9
}

---

# 6
{
  "formula": "C28H35InN5O6PS2",
  "method": "the ωB97M-V functional and the def2-TZVPD basis",
  "elements": ["In", "S", "S", "P", "O", "O", "O", "O", "O", "O", "N", "N", "N", "N", "N", "C", "C", "C", "C", "C", "C", "C", "C", "C", "C", "C", "C", "C", "C", "C", "C", "C", "C", "C", "C", "C", "C", "C", "C", "C", "C", "C", "C", "H", "H", "H", "H", "H", "H", "H", "H", "H", "H", "H", "H", "H", "H", "H", "H", "H", "H", "H", "H", "H", "H", "H", "H", "H", "H", "H", "H", "H", "H", "H", "H", "H", "H", "H"],
  "positions_angstrom": [[-0.7083, 0.3905, 1.0680], [6.0202, 3.3424, -2.0063], [-2.3081, -1.8919, 0.2925], [-0.9989, 0.2964, 3.5612], [-1.3142, -1.9008, 1.4017], [6.3609, 4.5242, -1.2684], [6.8750, 2.1838, -2.0121], [-3.6835, -1.7067, 0.6470], [4.7535, -1.2401, 1.7338], [5.6552, -0.5102, -0.0905], [4.7228, -0.6952, 0.6548], [-2.2428, 1.5501, -0.1489], [-1.7193, -0.6180, -0.5621], [1.2960, 0.3770, 0.3305], [3.1743, 0.7501, -0.7414], [-3.2293, -4.0979, -0.9271], [-0.8205, -3.7755, -0.9696], [-2.1005, -3.3552, -0.6119], [-3.4215, -0.8709, 4.2422], [-0.6853, -4.9635, -1.6547], [5.6656, 3.7952, -3.6818], [1.8631, 1.0244, -0.6949], [2.2898, -0.3226, 0.9788], [-3.6663, 0.4460, -1.7216], [4.1294, 1.3552, -1.7053], [6.9359, 4.3216, -4.3463], [-2.5945, 0.4481, -0.8458], [-2.7778, 0.2328, 3.6889], [-3.0654, -5.2907, -1.6144], [3.4410, -0.0963, 0.3184], [-3.5204, 1.2857, 3.1492], [-2.9508, 2.6847, -0.2908], [-4.3980, 1.6110, -1.8505], [4.4517, 2.7943, -1.3272], [-4.8080, -0.9142, 4.2591], [-0.2665, -1.1942, 4.2391], [-0.3460, 1.6940, 4.4934], [-5.5431, 0.1316, 3.7229], [-4.0375, 2.7496, -1.1287], [-1.8018, -5.7412, -1.9824], [-4.9017, 1.2367, 3.1732], [-1.6299, -7.0342, -2.7268], [1.1447, 1.8927, -1.6627], [-3.9111, -0.4515, -2.2712], [0.0745, 1.7016, -1.6043], [-0.6135, 1.5876, 5.5456], [5.0349, 0.7605, -1.6781], [7.2931, 5.2158, -3.8398], [2.1277, -0.9607, 1.8302], [5.2952, 2.8941, -4.1756], [-5.2489, 1.6416, -2.5181], [4.8819, 4.5534, -3.6385], [-5.4809, 2.0555, 2.7683], [0.0490, -3.1862, -0.7099], [-2.4941, -7.6833, -2.6023], [0.8198, -1.1150, 4.1952], [-0.5649, -1.2706, 5.2865], [0.3015, -5.3070, -1.9394], [-3.0238, 2.1537, 2.7260], [-5.3123, -1.7682, 4.6897], [1.3226, 2.9489, -1.4562], [0.7405, 1.7161, 4.3986], [1.4663, 1.6884, -2.6831], [-0.7432, -7.5678, -2.3873], [3.6909, 3.5165, -1.6234], [-4.2096, -3.7541, -0.6279], [6.7203, 4.5720, -5.3832], [-0.7581, 2.6294, 4.1171], [4.6281, 2.8844, -0.2528], [-2.8580, -1.6969, 4.6547], [-0.6001, -2.0692, 3.6861], [7.7238, 3.5709, -4.3292], [-1.5079, -6.8423, -3.7947], [-2.6204, 3.5407, 0.2830], [-3.9358, -5.8842, -1.8626], [3.6893, 1.2670, -2.6968], [-4.5919, 3.6721, -1.2209], [-6.6239, 0.0884, 3.7318]],
  "energy_ev": -85456.6924,
  "mol_weight_g_mol": 747.54,
  "gap_ev": 8.1,
  "largest_force_ev_per_a": 1.00,
  "lumo_ev": -5.9,
  "charge": 2
}

---

# 7
{
  "formula": "C5H10N2",
  "method": "the ωB97M-V functional and the def2-TZVPD basis",
  "elements": ["N", "N", "C", "C", "C", "C", "C", "H", "H", "H", "H", "H", "H", "H", "H", "H", "H"],
  "positions_angstrom": [[0.4864, 0.0270, -0.9755], [0.5139, 0.6850, 1.5066], [-0.4556, 0.4175, -1.9944], [0.8034, -1.2078, -0.2806], [0.5354, -0.8096, 1.2299], [-0.6795, 1.2576, 0.7856], [-0.8130, 0.4032, -0.4950], [-1.5768, 1.2326, 1.4156], [-1.5350, -0.4421, -0.3054], [-0.3174, 2.3072, 0.5028], [1.8420, -1.5331, -0.4212], [-0.4107, -1.2792, 1.5866], [-0.1252, 1.3245, -2.4556], [1.4289, 1.0562, 1.0946], [0.1265, -1.9681, -0.5920], [1.2490, -1.1905, 1.9283], [-1.0725, -0.2804, -2.5302]],
  "energy_ev": -8324.3152,
  "mol_weight_g_mol": 98.15,
  "gap_ev": 10.1,
  "largest_force_ev_per_a": 3.11,
  "smiles": "C1CN2C[C@@H]2CN1",
  "lumo_ev": 1.2
}

---

# 8
{
  "formula": "C28H31BN11O5PtS",
  "method": "the ωB97M-V functional and the def2-TZVPD basis",
  "elements": ["Pt", "S", "O", "O", "O", "O", "O", "N", "N", "N", "N", "N", "N", "N", "N", "N", "N", "N", "C", "C", "C", "C", "C", "C", "C", "C", "C", "C", "C", "C", "C", "C", "C", "C", "C", "C", "C", "C", "C", "C", "C", "C", "C", "C", "C", "C", "B", "H", "H", "H", "H", "H", "H", "H", "H", "H", "H", "H", "H", "H", "H", "H", "H", "H", "H", "H", "H", "H", "H", "H", "H", "H", "H", "H", "H", "H", "H", "H"],
  "positions_angstrom": [[-21.1512, -6.9972, 3.8512], [-21.7903, 1.8309, 4.9736], [-20.8158, -8.5114, 6.4488], [-22.3765, 1.7304, 3.6427], [-20.3007, 1.5330, 4.8808], [-22.1908, 2.9681, 5.7544], [-20.6441, -6.3307, 5.7977], [-19.1387, -4.9516, 7.5280], [-21.4732, -7.7052, 1.9419], [-22.8659, -5.9959, 3.9920], [-23.8568, -6.2019, 4.8371], [-24.2502, -2.8057, 7.7366], [-18.4776, -7.3636, 2.6616], [-23.8805, -4.0648, 4.0872], [-25.6257, -4.6979, 5.7083], [-20.5465, -7.3408, 1.0437], [-19.2319, -7.6362, 3.8245], [-24.4236, -4.9857, 4.9419], [-17.2887, -8.7724, 3.9203], [-20.6128, -6.7980, 8.0757], [-22.0015, -0.9002, 5.5594], [-18.8696, -2.3044, 6.5635], [-21.3218, -7.4790, 9.0212], [-20.8513, -5.7636, 10.6690], [-23.1536, 0.6316, 7.0841], [-17.2266, -4.7143, 8.9356], [-22.3335, 0.4292, 5.9545], [-22.9324, -4.7835, 3.4754], [-16.5005, -2.3738, 7.4867], [-23.6261, -1.7621, 7.1951], [-20.6711, -7.3213, 6.6775], [-17.7413, -3.0322, 7.1672], [-21.4664, -6.9614, 10.2953], [-22.6407, -1.9597, 6.1753], [-22.2990, -8.6536, 1.4312], [-19.8981, -5.6479, 8.4408], [-15.7632, -2.8725, 8.5231], [-20.7955, -8.0878, -0.0637], [-19.9078, -5.2318, 9.7757], [-18.5554, -8.5758, 4.5029], [-23.7998, -0.4484, 7.6619], [-16.0847, -3.9747, 9.2764], [-18.0371, -4.2760, 7.8597], [-15.9627, -1.2420, 6.6980], [-17.2995, -7.9971, 2.7807], [-21.8378, -8.9606, 0.1385], [-19.1943, -6.6199, 1.4802], [-15.4791, -4.2371, 10.1301], [-22.1795, -4.3730, 2.7828], [-24.8649, -2.6016, 8.5341], [-22.2863, -9.6913, -0.5268], [-20.1607, -7.9888, -0.9251], [-23.1182, -8.9852, 2.0168], [-24.5327, -0.2775, 8.4627], [-19.3734, -5.0540, 6.5377], [-21.1624, -5.2149, 11.5340], [-19.0336, -9.0197, 5.3550], [-26.1752, -4.0471, 5.1000], [-21.7622, -8.4397, 8.7716], [-22.3984, -2.9929, 5.8451], [-21.3913, -1.0058, 4.6376], [-22.1086, -7.5152, 11.0012], [-19.6223, -2.0440, 7.3224], [-24.5921, -3.5818, 7.1505], [-19.5468, -5.5230, 1.7965], [-26.0997, -5.5644, 5.8834], [-16.7568, -0.7252, 6.1108], [-16.5297, -7.8606, 2.0006], [-19.2298, -4.4017, 10.0417], [-14.7627, -2.4481, 8.6664], [-16.4826, -9.2966, 4.3779], [-18.4131, -6.5502, 0.6152], [-18.5561, -1.4077, 6.0459], [-15.4121, -0.5882, 7.4319], [-17.5134, -5.5290, 9.5647], [-15.2298, -1.6157, 5.9702], [-23.3490, 1.6583, 7.4915], [-19.4280, -2.7974, 5.7812]],
  "energy_ev": -70922.3689,
  "mol_weight_g_mol": 839.59,
  "gap_ev": [3.2, 2.8],
  "largest_force_ev_per_a": 4.19,
  "lumo_ev": [1.6, -1.8],
  "charge": -1,
  "spin_multiplicity": 3
}

---

Repeat the second record exactly.
{
  "formula": "C3H3N3O",
  "method": "the ωB97M-V functional and the def2-TZVPD basis",
  "elements": ["O", "N", "N", "N", "C", "C", "C", "H", "H", "H"],
  "positions_angstrom": [[-1.6316, -0.5203, 0.8499], [1.8958, 0.1303, -0.8381], [-0.6656, 1.0902, -0.4563], [1.8056, -0.2708, 0.2874], [-0.4927, -0.0368, 0.3373], [0.7028, -0.5102, 0.9826], [0.0451, 0.4529, -1.3122], [0.7031, -1.0895, 1.8984], [-2.3619, 0.0810, 0.6184], [-0.0006, 0.6730, -2.3674]],
  "energy_ev": -9672.2217,
  "mol_weight_g_mol": 97.08,
  "gap_ev": 8.0,
  "largest_force_ev_per_a": 2.40,
  "lumo_ev": -0.6
}